Molecular formula: C2H3N2O2S
Method: DFT, ωB97M-V/def2-TZVPD

The value obtained for the LUMO energy (spin up / spin down) is 3.82 / 3.76 eV. Its HOMO energy (spin up / spin down) is -2.0 / -3.5 eV. The calculation puts the total energy at -20030.179 eV. The HOMO-LUMO gap (spin up / spin down) is 5.8 / 7.3 eV. The total charge is -1.

The geometry in XYZ format:
```
10
C2H3N2O2S, DFT ωB97M-V/def2-TZVPD
C -0.480 -0.030 -0.615
C 0.062 1.053 0.153
N -1.584 0.114 -1.317
N -3.229 0.051 0.057
O -2.955 0.689 1.027
O 1.100 0.546 0.857
S 0.099 2.705 -0.072
H -0.081 -1.140 -0.488
H -1.630 -0.791 -1.684
H 1.557 1.280 1.365
```